The following is a DFT calculation (ωB97M-V/def2-TZVPD) of C17H43Cl2N3O9V as an isolated structure in a non-equilibrium geometry.

CARTESIAN COORDINATES (ANGSTROEM)
1 O -1.36 0.45 0.69
2 V -0.47 1.02 1.87
3 O 0.93 0.26 1.82
4 O -5.79 7.24 3.66
5 C -6.31 6.15 4.51
6 C -5.37 4.92 4.82
7 O -4.38 4.53 3.92
8 H -7.27 5.92 4.06
9 H -6.72 6.56 5.43
10 H -5.93 4.00 4.98
11 H -4.81 5.22 5.71
12 O 1.10 5.70 0.84
13 C 2.13 6.46 1.39
14 C 1.79 8.00 1.83
15 O 0.54 8.28 2.47
16 H 3.03 6.59 0.79
17 H 2.50 5.99 2.30
18 H 1.87 8.59 0.92
19 H 2.55 8.24 2.57
20 C 3.26 -6.42 -2.05
21 C 4.07 -5.48 -2.93
22 C 4.78 -6.23 -4.10
23 O 5.10 -5.18 -5.07
24 C 5.84 -5.58 -6.27
25 N 3.21 -4.45 -3.26
26 H 2.41 -6.77 -2.65
27 H 2.88 -5.93 -1.15
28 H 3.76 -7.36 -1.81
29 H 4.80 -4.87 -2.40
30 H 4.17 -6.98 -4.60
31 H 5.65 -6.75 -3.69
32 H 6.85 -5.88 -6.00
33 H 6.01 -4.83 -7.04
34 H 5.40 -6.46 -6.75
35 H 3.47 -3.60 -2.79
36 H 3.32 -4.27 -4.25
37 C -0.93 -1.34 8.54
38 C -0.75 -1.41 7.08
39 C -1.91 -2.18 6.41
40 O -1.62 -2.25 4.97
41 C -2.55 -3.16 4.33
42 N -0.44 -0.09 6.53
43 H -1.77 -0.71 8.84
44 H -0.09 -0.89 9.07
45 H -1.01 -2.35 8.93
46 H 0.10 -2.07 6.89
47 H -2.83 -1.66 6.67
48 H -1.96 -3.14 6.92
49 H -3.56 -2.93 4.65
50 H -2.35 -4.19 4.62
51 H -2.49 -3.17 3.24
52 H 0.27 0.27 7.15
53 H -1.30 0.42 6.66
54 C -3.47 0.70 -6.99
55 C -2.61 1.92 -6.60
56 C -2.78 3.08 -7.52
57 O -1.94 4.10 -7.11
58 C -1.96 5.16 -8.07
59 N -2.92 2.35 -5.31
60 H -3.14 -0.18 -6.44
61 H -3.41 0.33 -8.01
62 H -4.52 0.86 -6.79
63 H -1.57 1.58 -6.57
64 H -3.80 3.46 -7.60
65 H -2.58 2.65 -8.50
66 H -1.95 6.12 -7.55
67 H -2.87 5.22 -8.67
68 H -1.13 5.00 -8.76
69 H -3.79 2.87 -5.27
70 H -2.94 1.57 -4.67
71 C 5.89 -4.64 4.09
72 Cl 4.75 -5.07 5.34
73 Cl 7.46 -4.12 4.85
74 H 6.01 -5.38 3.30
75 H 5.44 -3.79 3.57

Computed properties:
Spin multiplicity: 1
HOMO, eV: 2.625
Frontier orbital gap, eV: 1.2064
LUMO level, eV: 3.83
Total charge: -3